(1)
{"formula": "C22H35B2BrFN3O8", "method": "the ωB97M-V functional and the def2-TZVPD basis", "species": ["C", "B", "O", "C", "O", "C", "C", "C", "F", "O", "C", "Br", "C", "C", "C", "C", "C", "C", "C", "C", "B", "O", "N", "C", "C", "N", "C", "C", "C", "O", "N", "C", "O", "H", "H", "H", "H", "H", "H", "H", "H", "H", "H", "H", "H", "H", "H", "H", "H", "H", "H", "H", "H", "H", "H", "H", "H", "H", "H", "H", "H", "H", "H", "H", "O", "C", "C", "O", "H", "H", "H", "H"], "positions_angstrom": [[1.51, 1.47, 2.13], [1.65, 0.02, 2.76], [2.82, -0.24, 3.54], [0.61, -1.22, 2.54], [0.87, -2.13, 3.66], [1.03, -1.90, 1.13], [1.25, -3.48, 1.39], [2.71, -3.82, 1.87], [2.71, -4.71, 2.99], [0.07, -1.85, 0.11], [0.02, -0.77, -0.80], [-1.40, 0.57, -0.32], [1.36, -0.02, -1.20], [1.25, 1.16, -2.24], [1.56, 0.87, -3.67], [1.46, 1.92, -4.72], [1.04, 3.31, -4.42], [0.87, 4.42, -5.50], [0.77, 3.63, -3.00], [0.88, 2.60, -1.95], [-0.56, -1.42, -2.20], [-1.11, -0.71, -3.25], [-0.45, -2.91, -2.36], [-1.79, -3.47, -2.06], [-0.01, -3.27, -3.73], [-0.80, -0.85, 2.62], [-1.74, -1.95, 2.66], [-3.25, -1.32, 2.35], [-4.41, -1.81, 3.42], [-4.26, -2.30, 1.91], [-1.10, 0.25, 3.42], [-1.32, -0.01, 4.63], [-1.60, -0.31, 5.72], [1.58, 2.21, 3.00], [0.56, 1.69, 1.59], [2.44, 1.66, 1.52], [3.11, 0.60, 3.96], [0.94, -1.63, 4.49], [2.07, -1.53, 0.93], [1.16, -3.93, 0.35], [0.44, -3.94, 1.99], [3.31, -4.30, 1.04], [3.26, -2.86, 2.11], [1.92, 0.38, -0.31], [2.04, -0.80, -1.67], [1.89, -0.14, -4.02], [1.69, 1.66, -5.79], [-0.17, 4.35, -5.94], [1.57, 4.30, -6.37], [0.96, 5.45, -5.07], [0.46, 4.66, -2.70], [0.64, 2.91, -0.88], [-1.16, 0.25, -3.09], [-2.36, -3.64, -3.02], [-1.76, -4.44, -1.48], [-2.36, -2.70, -1.47], [-0.80, -3.04, -4.50], [0.13, -4.40, -3.76], [0.97, -2.78, -3.94], [-1.83, -2.52, 3.62], [-1.57, -2.72, 1.85], [-3.32, -0.24, 1.96], [-4.43, -2.88, 3.74], [-5.37, -1.30, 3.12], [-1.91, 6.29, 2.05], [-1.03, 5.72, 1.18], [-0.63, 4.26, 1.66], [0.26, 3.69, 0.79], [-0.07, 6.26, 1.03], [-1.39, 5.60, 0.13], [-1.60, 3.72, 1.79], [-0.29, 4.38, 2.71]], "lumo_energy_ev": 3.94, "total_charge": -2, "homo_lumo_gap_ev": 2.390}

---

(2)
{"formula": "C22H35BaClO2P2", "method": "the ωB97M-V functional and the def2-TZVPD basis", "species": ["P", "P", "C", "C", "H", "H", "H", "H", "C", "H", "H", "H", "C", "H", "H", "H", "C", "H", "H", "H", "C", "H", "H", "H", "Ba", "C", "C", "C", "C", "C", "C", "C", "C", "C", "H", "H", "H", "H", "H", "H", "H", "H", "H", "H", "H", "H", "H", "H", "H", "Cl", "C", "C", "C", "C", "C", "C", "C", "O", "O", "H", "H", "H", "H"], "positions_angstrom": [[-0.92, 3.93, -0.59], [2.83, 2.63, -1.31], [0.75, 4.71, -0.93], [1.74, 3.99, -1.88], [1.20, 4.97, 0.05], [0.48, 5.66, -1.41], [1.24, 3.64, -2.80], [2.48, 4.73, -2.22], [4.01, 3.27, -0.13], [4.64, 2.45, 0.25], [3.49, 3.77, 0.70], [4.65, 4.01, -0.64], [3.63, 2.06, -2.82], [4.53, 2.65, -2.99], [2.94, 2.21, -3.66], [3.89, 0.99, -2.76], [-1.72, 5.13, 0.51], [-2.62, 4.67, 0.95], [-2.00, 6.01, -0.08], [-1.02, 5.42, 1.30], [-1.69, 4.35, -2.21], [-1.07, 3.99, -3.05], [-1.77, 5.44, -2.28], [-2.69, 3.90, -2.27], [-0.76, -2.04, 2.18], [1.55, 0.36, -1.63], [1.96, 1.23, -0.54], [0.93, 1.63, 0.59], [-0.44, 0.96, 0.62], [-1.54, 1.86, -0.05], [-1.81, 1.44, -1.37], [-0.64, 1.45, -2.24], [0.23, 0.14, -2.16], [-3.10, -2.79, 1.35], [2.35, -0.24, -2.09], [2.81, 0.75, -0.02], [0.82, 2.74, 0.59], [1.44, 1.40, 1.54], [-0.40, -0.03, 0.13], [-0.73, 0.79, 1.68], [-2.38, 2.07, 0.64], [-2.79, 1.43, -1.81], [0.05, 2.26, -1.92], [-0.89, 1.66, -3.30], [-0.35, -0.65, -1.64], [0.35, -0.22, -3.19], [-2.85, -3.51, 0.55], [-3.90, -2.12, 1.00], [-3.43, -3.35, 2.24], [-1.00, -10.85, 3.17], [-1.00, -9.14, 2.98], [-1.70, -8.34, 3.90], [-1.66, -6.94, 3.76], [-0.97, -6.36, 2.69], [-0.31, -7.17, 1.75], [-0.34, -8.56, 1.89], [-0.84, -4.89, 2.60], [-1.23, -4.15, 3.57], [-0.31, -4.40, 1.53], [-2.25, -8.80, 4.71], [-2.20, -6.30, 4.45], [0.17, -6.69, 0.90], [0.17, -9.20, 1.18]], "lumo_energy_ev": -0.32, "de_lowest_ev": 0.042, "homo_lumo_gap_ev": 4.571}

---

(3)
{"formula": "C22H35BrIrO2P2", "method": "the ωB97M-V functional and the def2-TZVPD basis", "species": ["P", "P", "C", "C", "H", "H", "H", "H", "C", "H", "H", "H", "C", "H", "H", "H", "C", "H", "H", "H", "C", "H", "H", "H", "Ir", "C", "C", "C", "C", "C", "C", "C", "C", "C", "H", "H", "H", "H", "H", "H", "H", "H", "H", "H", "H", "H", "H", "H", "H", "Br", "C", "C", "C", "C", "C", "C", "C", "O", "O", "H", "H", "H", "H"], "positions_angstrom": [[4.13, -0.34, -0.01], [3.87, -3.44, -2.44], [5.21, -1.91, -0.55], [5.27, -2.38, -1.99], [4.74, -2.61, 0.16], [6.21, -1.63, -0.19], [5.25, -1.56, -2.74], [6.21, -2.97, -2.08], [4.19, -5.16, -1.64], [3.31, -5.82, -1.64], [4.60, -5.12, -0.62], [4.96, -5.72, -2.21], [4.23, -4.23, -4.13], [4.94, -5.07, -4.05], [4.70, -3.53, -4.81], [3.33, -4.64, -4.60], [5.00, -0.43, 1.63], [4.56, 0.27, 2.35], [6.08, -0.28, 1.54], [4.84, -1.44, 2.02], [4.61, 0.89, -1.29], [4.33, 0.52, -2.28], [5.69, 1.08, -1.26], [4.07, 1.82, -1.09], [2.22, 0.15, 0.68], [-0.91, -3.17, -1.89], [-0.17, -3.94, -1.08], [1.12, -3.93, -0.36], [1.91, -2.62, -0.24], [2.57, -2.32, -1.47], [2.34, -2.30, -2.84], [1.08, -2.81, -3.43], [-0.27, -2.23, -2.83], [2.62, 2.15, 0.65], [-1.95, -3.06, -1.62], [-0.64, -4.92, -0.91], [1.84, -4.65, -0.80], [0.88, -4.26, 0.67], [1.27, -1.84, 0.24], [2.67, -2.76, 0.55], [2.17, -0.42, 2.18], [2.79, -1.45, -3.40], [1.17, -3.87, -3.52], [1.09, -2.54, -4.48], [-0.05, -1.31, -2.25], [-0.94, -2.01, -3.71], [2.30, 2.66, -0.25], [3.66, 2.36, 0.86], [2.03, 2.49, 1.50], [-2.21, 0.37, -2.33], [-2.87, 0.24, -0.52], [-4.22, 0.26, -0.22], [-4.58, 0.54, 1.12], [-3.66, 0.86, 2.11], [-2.31, 0.80, 1.81], [-1.93, 0.38, 0.54], [-0.55, -0.19, 0.43], [-0.31, -1.40, 0.39], [0.35, 0.70, 0.66], [-4.94, 0.19, -1.03], [-5.61, 0.58, 1.36], [-3.93, 1.15, 3.13], [-1.49, 1.05, 2.48]], "s_squared": 8.770, "lumo_energy_ev": [-6.59, -10.16], "total_charge": 2, "de_lowest_ev": 1.917, "spin_multiplicity": 6, "homo_lumo_gap_ev": [6.551, 3.196]}

---

(4)
{"formula": "C22H35BrMnO2P2", "method": "the ωB97M-V functional and the def2-TZVPD basis", "species": ["P", "P", "C", "C", "H", "H", "H", "H", "C", "H", "H", "H", "C", "H", "H", "H", "C", "H", "H", "H", "C", "H", "H", "H", "Mn", "C", "C", "C", "C", "C", "C", "C", "C", "C", "H", "H", "H", "H", "H", "H", "H", "H", "H", "H", "H", "H", "H", "H", "H", "Br", "C", "C", "C", "C", "C", "C", "C", "O", "O", "H", "H", "H", "H"], "positions_angstrom": [[1.13, 3.27, -0.97], [-0.13, 0.28, -2.54], [2.30, 2.11, -1.95], [1.79, 1.61, -3.31], [2.58, 1.29, -1.27], [3.19, 2.75, -2.08], [1.72, 2.34, -4.13], [2.25, 0.68, -3.64], [1.05, -1.11, -2.69], [0.57, -2.06, -2.40], [1.94, -0.96, -2.05], [1.37, -1.14, -3.75], [-1.50, -0.41, -3.50], [-1.15, -1.11, -4.28], [-2.04, 0.42, -3.97], [-2.15, -0.92, -2.79], [1.95, 3.73, 0.54], [1.27, 4.29, 1.21], [2.83, 4.34, 0.30], [2.28, 2.82, 1.08], [0.94, 4.56, -2.28], [0.27, 4.27, -3.14], [1.93, 4.83, -2.66], [0.48, 5.42, -1.79], [0.14, 2.26, -2.47], [1.52, -3.02, 0.09], [2.84, -3.15, 0.25], [3.56, -3.24, 1.57], [3.41, -2.08, 2.58], [3.10, -0.72, 2.02], [1.95, -0.23, 1.57], [0.64, -0.91, 1.30], [0.61, -2.45, 1.13], [-0.65, 2.89, -0.52], [1.02, -3.43, -0.81], [3.50, -3.25, -0.62], [4.64, -3.32, 1.30], [3.29, -4.17, 2.09], [2.69, -2.36, 3.37], [4.40, -1.99, 3.08], [3.95, -0.01, 2.05], [1.87, 0.85, 1.41], [0.20, -0.45, 0.40], [-0.09, -0.65, 2.09], [0.78, -2.90, 2.11], [-0.42, -2.70, 0.85], [-1.37, 2.53, -1.32], [-1.10, 3.84, -0.19], [-0.73, 2.18, 0.31], [-5.09, -0.68, -0.92], [-5.01, -1.08, 0.92], [-6.07, -1.79, 1.50], [-6.11, -2.00, 2.89], [-5.08, -1.49, 3.70], [-4.01, -0.82, 3.12], [-3.92, -0.65, 1.72], [-2.69, -0.01, 1.08], [-2.11, 0.88, 1.75], [-2.38, -0.48, -0.06], [-6.87, -2.15, 0.86], [-6.95, -2.54, 3.32], [-5.12, -1.63, 4.79], [-3.21, -0.39, 3.74]], "s_squared": 4.006, "lumo_energy_ev": [-7.25, -9.15], "total_charge": 2, "spin_multiplicity": 4, "homo_lumo_gap_ev": [5.782, 3.881]}

---

- Number 3 is which compound?
  C22H35BrIrO2P2